# 1
Molecular formula: C6H6OS
Method: DFT, ωB97M-V/def2-TZVPD

Summary:
SMILES string = OSc1ccccc1
Electronic energy = -705.607642 Eh
Total charge = 0
Orbital gap = 8.435 eV
Energy above the lowest of the compared OMol25 structures with the same formula, charge and spin = 11.7 kcal per mole

```
14
C6H6OS ωB97M-V/def2-TZVPD
O 0.074 -1.276 -2.904
S -1.275 -0.765 -2.183
C 0.684 0.668 1.729
C -0.535 1.292 1.342
C 1.140 -0.438 1.047
C -1.079 1.024 0.094
C 0.446 -0.911 -0.056
C -0.566 -0.116 -0.637
H -0.027 -1.423 -3.874
H 1.249 0.963 2.570
H -0.867 2.112 1.986
H 1.978 -0.889 1.550
H -1.873 1.656 -0.248
H 0.649 -1.897 -0.418
```


# 2
Molecular formula: C11H15N
Method: DFT, ωB97M-V/def2-TZVPD

Summary:
Electronic energy = -482.779225 Eh
Total charge = -1
Spin multiplicity = 2
Orbital gap (alpha / beta) = 3.265 / 6.342 eV
Energy above the lowest of the compared OMol25 structures with the same formula, charge and spin = 57.0 kcal per mole

```
27
C11H15N ωB97M-V/def2-TZVPD
C -2.205 1.970 2.144
C 0.627 1.052 -0.048
C -0.795 1.239 0.183
C -0.997 1.585 1.559
C 0.247 1.749 2.210
C 0.236 0.568 -2.453
C 1.160 0.819 -1.314
C -1.160 0.767 -2.210
C -1.621 1.260 -0.987
N 1.173 1.449 1.251
H 0.756 0.273 -3.274
H 2.259 0.859 -1.477
H -1.763 0.913 -3.018
H -2.692 1.418 -1.109
H 2.140 1.112 1.591
H 0.574 2.067 3.183
H -2.895 1.091 2.119
H -2.687 2.726 1.681
H -2.059 2.458 3.083
C 1.533 -2.666 0.031
C 0.840 -3.652 -0.790
H 0.864 -1.822 0.356
H 2.140 -3.046 0.908
H 2.479 -2.377 -0.550
H 1.526 -4.142 -1.477
H 0.396 -4.481 -0.380
H -0.077 -3.188 -1.213
```


# 3
Molecular formula: C16H15BrSeTi
Method: DFT, ωB97M-V/def2-TZVPD

Summary:
Electronic energy = -6443.572893 Eh
Total charge = 0
Orbital gap (alpha / beta) = 6.750 / 6.749 eV
Energy above the lowest of the compared OMol25 structures with the same formula, charge and spin = 16.9 kcal per mole

```
34
C16H15BrSeTi ωB97M-V/def2-TZVPD
C 1.720 -2.208 -0.136
C 1.998 -0.956 0.552
C 0.823 -0.580 1.287
H 2.925 -0.411 0.516
C -0.231 -1.490 0.935
C 0.309 -2.529 0.079
H -0.197 -3.476 -0.191
H 2.452 -2.809 -0.691
H 0.825 0.099 2.137
H -1.220 -1.506 1.392
Ti 0.491 -0.356 -0.929
Br 2.127 1.691 -1.287
C -0.283 -0.602 -3.710
C -0.618 -1.962 -3.451
C 0.583 -2.648 -3.088
H -1.600 -2.420 -3.592
C 1.660 -1.711 -3.138
C 1.120 -0.447 -3.513
H 1.690 0.458 -3.678
H -0.970 0.165 -4.079
H 0.673 -3.709 -2.890
H 2.709 -1.941 -3.004
Se -1.260 1.139 -0.433
C -1.092 1.755 1.385
C -2.135 1.302 2.243
C -2.271 1.886 3.507
C -1.506 2.985 3.874
C -0.515 3.481 3.001
C -0.356 2.916 1.729
H -3.036 0.769 1.876
H -3.118 1.626 4.188
H -1.764 3.526 4.808
H -0.026 4.400 3.326
H 0.093 3.562 0.977
```


# 4
Molecular formula: C31H53ClNO10
Method: DFT, ωB97M-V/def2-TZVPD

Summary:
Electronic energy = -2480.345360 Eh
Total charge = 0
Spin multiplicity = 2
Orbital gap (alpha / beta) = 8.394 / 10.003 eV
Energy above the lowest of the compared OMol25 structures with the same formula, charge and spin = 3.1 kcal per mole

```
96
C31H53ClNO10 ωB97M-V/def2-TZVPD
C 3.572 2.837 2.974
C 2.851 3.983 2.250
C 2.554 3.730 0.776
O 1.226 3.257 0.612
C 1.017 2.036 -0.066
C -0.520 1.839 -0.035
Cl -1.294 3.236 -0.883
C -1.087 1.676 1.389
C -2.370 2.419 1.744
C 1.719 0.882 0.651
C 1.717 -0.489 -0.047
C 2.898 -1.280 0.528
C 0.452 -1.322 0.232
N 1.863 -0.412 -1.522
O 2.602 -1.283 -2.077
C 1.532 0.800 -2.317
C 2.605 0.962 -3.403
C 0.175 0.529 -3.028
C 1.530 2.102 -1.503
H 2.865 2.126 3.403
H 4.177 3.215 3.797
H 4.217 2.283 2.292
H 3.450 4.890 2.339
H 1.894 4.167 2.738
H 3.288 3.041 0.357
H 2.635 4.672 0.230
H -0.778 0.977 -0.636
H -0.334 1.952 2.124
H -1.281 0.611 1.535
H -2.716 2.042 2.704
H -3.169 2.262 1.025
H -2.179 3.480 1.881
H 2.761 1.154 0.830
H 1.277 0.738 1.636
H 2.857 -2.327 0.249
H 3.847 -0.845 0.214
H 2.849 -1.197 1.615
H 0.545 -2.222 -0.370
H -0.463 -0.825 -0.076
H 0.408 -1.598 1.284
H 3.602 0.979 -2.969
H 2.429 1.924 -3.888
H 2.536 0.182 -4.154
H -0.590 1.252 -2.750
H -0.204 -0.457 -2.762
H 0.300 0.542 -4.109
H 0.918 2.820 -2.047
H 2.544 2.506 -1.519
O -1.770 3.171 4.863
C -1.487 4.327 4.770
O -2.324 5.236 4.216
C -1.686 6.521 4.132
C -0.586 6.492 5.189
C -0.200 5.014 5.192
H -1.288 6.640 3.122
H -2.437 7.287 4.308
H 0.235 7.170 4.966
H -0.999 6.768 6.160
H 0.563 4.786 4.446
H 0.124 4.644 6.160
O -1.566 -5.479 -0.066
C -1.025 -5.316 -1.122
O -0.406 -4.158 -1.434
C 0.068 -4.189 -2.799
C 0.189 -5.669 -3.139
C -0.929 -6.276 -2.291
H -0.664 -3.681 -3.428
H 1.014 -3.652 -2.841
H 0.098 -5.862 -4.206
H 1.155 -6.049 -2.803
H -1.888 -6.271 -2.810
H -0.718 -7.281 -1.937
O -3.453 -4.752 6.116
C -2.916 -4.587 5.061
O -3.524 -4.857 3.884
C -2.610 -4.657 2.786
C -1.552 -3.700 3.321
C -1.508 -4.080 4.800
H -2.191 -5.622 2.501
H -3.163 -4.260 1.940
H -0.601 -3.794 2.801
H -1.897 -2.670 3.216
H -0.813 -4.898 4.995
H -1.279 -3.250 5.462
O -1.558 -3.809 -5.346
C -1.644 -2.695 -5.775
O -2.327 -1.724 -5.128
C -2.323 -0.506 -5.894
C -1.118 -0.625 -6.821
C -1.051 -2.134 -7.054
H -3.262 -0.432 -6.446
H -2.252 0.331 -5.204
H -1.219 -0.031 -7.726
H -0.218 -0.298 -6.299
H -1.674 -2.457 -7.889
H -0.041 -2.509 -7.195
```


# 5
Molecular formula: C20H58N4O7
Method: DFT, ωB97M-V/def2-TZVPD

Summary:
SMILES string = COC[C@H](C)N.COC[C@H](C)N.COC[C@H](C)N.COC[C@H](C)N.CCO.CO.CO
Electronic energy = -1542.345645 Eh
Total charge = 0
Orbital gap = 9.527 eV
Energy above the lowest of the compared OMol25 structures with the same formula, charge and spin = 7.0 kcal per mole

```
89
C20H58N4O7 ωB97M-V/def2-TZVPD
C 4.500 -1.536 0.694
O 3.647 -0.399 0.669
H 5.214 -1.378 1.500
H 3.889 -2.416 0.929
H 5.009 -1.793 -0.241
H 2.820 -0.724 0.283
C 2.650 3.422 -0.663
O 1.590 2.540 -0.400
H 3.255 3.080 -1.508
H 2.304 4.446 -0.813
H 3.355 3.576 0.168
H 1.936 1.659 -0.232
C -2.208 -0.221 -3.433
C -2.238 -1.695 -3.771
O -3.608 -2.019 -4.167
H -2.945 0.046 -2.669
H -2.472 0.398 -4.289
H -1.257 0.041 -2.959
H -1.759 -2.408 -3.103
H -1.713 -1.921 -4.711
H -3.930 -1.237 -4.618
C 6.191 -6.884 -1.390
C 5.700 -5.462 -1.048
C 4.431 -5.105 -1.833
O 4.591 -4.765 -3.181
C 5.246 -3.513 -3.399
N 5.368 -5.429 0.385
H 5.407 -7.590 -1.105
H 7.156 -7.189 -0.993
H 6.274 -7.017 -2.478
H 6.474 -4.739 -1.307
H 3.974 -4.250 -1.314
H 3.751 -5.954 -1.724
H 4.529 -2.722 -3.155
H 5.443 -3.545 -4.467
H 6.155 -3.357 -2.820
H 4.571 -6.050 0.496
H 6.093 -5.804 0.981
C -5.457 -0.502 0.460
C -6.769 0.113 -0.029
C -7.435 0.889 1.098
O -8.702 1.289 0.605
C -9.556 1.927 1.512
N -6.426 0.949 -1.204
H -5.629 -1.352 1.132
H -4.790 0.196 0.967
H -4.884 -0.993 -0.330
H -7.448 -0.654 -0.396
H -6.840 1.766 1.397
H -7.590 0.298 2.010
H -9.583 1.622 2.565
H -10.584 1.661 1.242
H -9.456 3.009 1.430
H -5.860 1.738 -0.884
H -7.300 1.442 -1.423
C -1.512 -0.799 2.079
C -0.064 -0.953 1.623
C -0.019 -1.236 0.123
O 1.292 -1.628 -0.247
C 1.338 -2.243 -1.524
N 0.705 0.214 2.030
H -2.159 -0.232 1.405
H -1.574 -0.219 3.002
H -1.964 -1.775 2.260
H 0.309 -1.898 2.039
H -0.257 -0.347 -0.478
H -0.790 -1.982 -0.095
H 1.069 -1.482 -2.263
H 0.895 -3.224 -1.700
H 2.414 -2.399 -1.657
H 1.678 0.124 1.746
H 0.735 0.319 3.037
C 0.370 4.603 4.340
C 0.275 4.767 2.815
C 0.811 6.122 2.393
O 0.618 6.256 0.997
C 1.161 7.457 0.500
N 1.153 3.729 2.255
H -0.276 5.282 4.897
H 1.416 4.706 4.638
H 0.178 3.566 4.625
H -0.763 4.681 2.475
H 1.853 6.177 2.730
H 0.271 6.950 2.873
H 2.217 7.591 0.758
H 0.560 8.302 0.855
H 1.123 7.412 -0.589
H 1.146 3.860 1.249
H 0.710 2.817 2.343
```


# 6
Molecular formula: C4H6OS
Method: DFT, ωB97M-V/def2-TZVPD

Summary:
SMILES string = C=CCC(O)=S
Electronic energy = -629.394581 Eh
Total charge = 0
Orbital gap = 8.946 eV
Energy above the lowest of the compared OMol25 structures with the same formula, charge and spin = 33.0 kcal per mole

```
12
C4H6OS ωB97M-V/def2-TZVPD
C -0.261 -0.198 -0.549
C -0.300 0.103 0.937
C 0.969 0.763 1.416
C 1.865 0.116 2.185
H 1.328 -1.025 -0.246
H -1.188 0.672 1.203
H -0.482 -0.924 1.344
H 1.250 1.731 1.065
H 2.878 0.500 2.356
H 1.656 -0.883 2.563
O 0.850 -0.679 -1.046
S -1.617 0.041 -1.490
```


# 7
Molecular formula: C21H52ClFGaO5
Method: DFT, ωB97M-V/def2-TZVPD

Summary:
Electronic energy = -3692.456662 Eh
Total charge = -1
Orbital gap = 6.706 eV
Energy above the lowest of the compared OMol25 structures with the same formula, charge and spin = 16.8 kcal per mole

```
81
C21H52ClFGaO5 ωB97M-V/def2-TZVPD
C 1.382 -1.137 -3.434
C 2.438 -2.015 -4.159
C 2.782 -3.245 -3.268
C 4.069 -3.075 -2.428
C 4.705 -4.439 -1.996
Ga 3.867 -1.888 -0.775
Cl 5.797 -2.215 0.471
C 2.324 -2.377 0.477
C 1.490 -3.612 0.067
F 0.361 -3.149 -0.644
O 3.722 -0.038 -1.160
C 4.767 0.756 -0.649
C 6.007 0.633 -1.564
H 0.617 -1.767 -2.960
H 1.881 -0.593 -2.615
H 0.926 -0.375 -4.086
H 3.314 -1.456 -4.505
H 1.940 -2.418 -5.062
H 2.957 -4.101 -3.958
H 1.885 -3.503 -2.691
H 4.827 -2.596 -3.078
H 5.711 -4.225 -1.610
H 4.167 -4.925 -1.170
H 4.777 -5.072 -2.897
H 2.738 -2.603 1.478
H 1.661 -1.514 0.626
H 1.070 -4.070 0.975
H 2.036 -4.323 -0.557
H 4.975 0.582 0.416
H 4.422 1.809 -0.729
H 6.913 1.114 -1.166
H 6.255 -0.422 -1.750
H 5.779 1.069 -2.551
C -2.125 -1.854 0.760
C -1.773 -1.541 2.208
C -2.814 -0.629 2.842
O -0.492 -0.924 2.274
H -2.157 -0.937 0.164
H -1.374 -2.501 0.305
H -3.099 -2.347 0.693
H -1.704 -2.471 2.777
H -2.866 0.326 2.316
H -2.550 -0.406 3.877
H -3.806 -1.089 2.825
H -0.533 -0.104 1.776
C 5.787 6.743 -0.145
C 5.267 5.314 -0.210
C 4.025 5.136 0.650
O 6.282 4.412 0.221
H 6.067 7.006 0.879
H 6.681 6.853 -0.761
H 5.034 7.454 -0.492
H 5.036 5.055 -1.244
H 4.249 5.347 1.700
H 3.670 4.106 0.598
H 3.221 5.800 0.326
H 6.500 4.622 1.133
C -6.109 2.262 2.055
C -5.645 1.956 3.469
C -6.359 2.829 4.490
O -4.237 2.154 3.564
H -5.891 3.301 1.790
H -5.582 1.630 1.339
H -7.182 2.093 1.945
H -5.831 0.904 3.694
H -6.148 3.888 4.309
H -6.010 2.602 5.499
H -7.440 2.680 4.453
H -4.050 3.076 3.369
C -7.769 -1.935 -0.821
C -6.651 -0.968 -0.463
C -5.413 -1.213 -1.313
O -6.321 -1.103 0.918
H -7.459 -2.969 -0.641
H -8.648 -1.753 -0.199
H -8.057 -1.837 -1.870
H -6.996 0.058 -0.605
H -5.025 -2.222 -1.149
H -4.618 -0.518 -1.040
H -5.633 -1.094 -2.375
H -6.014 -2.002 1.063
```


# 8
Molecular formula: C9H12N5
Method: DFT, ωB97M-V/def2-TZVPD

Summary:
SMILES string = C=[N+]=NN(CCCC)C(=C=C=N)C#N
Electronic energy = -623.396713 Eh
Total charge = +1
Orbital gap = 7.696 eV
Energy above the lowest of the compared OMol25 structures with the same formula, charge and spin = 181.7 kcal per mole

```
26
C9H12N5 ωB97M-V/def2-TZVPD
C 0.436 0.102 -2.321
C 3.489 -0.924 -1.373
C 1.283 0.395 -1.177
C 2.467 -0.204 -1.185
C -3.384 -1.254 0.330
C 2.715 0.591 2.744
C -2.198 -0.563 -0.324
C -1.828 0.741 0.356
C -0.770 1.500 -0.325
N -0.121 -0.339 -3.226
N 4.497 -1.532 -1.237
N 1.070 1.106 1.109
N 0.623 0.928 -0.065
N 2.075 1.062 1.772
H -3.524 -2.223 -0.040
H -3.281 -1.389 1.360
H -4.317 -0.823 0.223
H 2.503 -0.364 3.120
H 5.021 -2.173 -1.961
H 3.532 1.139 3.156
H -2.619 -0.294 -1.414
H -1.396 -1.271 -0.254
H -2.741 1.359 0.482
H -1.591 0.456 1.497
H -0.938 2.472 0.115
H -1.001 1.502 -1.360
```


# 9
Molecular formula: F4H2N2NaO9S4
Method: DFT, ωB97M-V/def2-TZVPD

Summary:
Electronic energy = -2942.537472 Eh
Total charge = -1
Orbital gap = 8.974 eV
Energy above the lowest of the compared OMol25 structures with the same formula, charge and spin = 19.4 kcal per mole

```
22
F4H2N2NaO9S4 ωB97M-V/def2-TZVPD
Na -10.468 -15.656 -18.179
N -9.090 -13.734 -17.603
S -7.701 -13.446 -16.882
O -7.752 -13.746 -15.484
O -6.944 -12.320 -17.298
F -6.925 -14.721 -17.445
S -10.012 -12.448 -17.126
O -9.690 -11.257 -17.804
O -10.444 -12.484 -15.778
F -11.301 -12.933 -17.960
N -10.051 -15.866 -20.451
S -11.017 -15.464 -21.751
O -11.713 -16.504 -22.421
O -10.551 -14.351 -22.482
F -12.193 -14.862 -20.841
S -9.448 -17.187 -21.080
O -8.828 -17.070 -22.357
O -10.109 -18.394 -20.681
F -8.145 -17.263 -20.098
O -12.845 -15.433 -18.240
H -13.227 -14.576 -18.450
H -13.389 -15.781 -17.529
```


# 10
Molecular formula: C25H28N2O4S
Method: DFT, ωB97M-V/def2-TZVPD

Summary:
SMILES string = Cc1ccc(C)c(N2CCN(C(=O)c3ccc(CS(=O)(=O)c4ccccc4C)o3)CC2)c1
Electronic energy = -1778.101244 Eh
Total charge = 0
Orbital gap = 8.447 eV
Energy above the lowest of the compared OMol25 structures with the same formula, charge and spin = 32.4 kcal per mole

```
60
C25H28N2O4S ωB97M-V/def2-TZVPD
C 1.072 4.587 -1.086
C 1.757 3.338 -1.556
C 2.060 3.155 -2.897
C 2.710 2.005 -3.304
C 3.042 0.996 -2.412
C 2.674 1.138 -1.064
C 2.070 2.327 -0.660
H 1.836 2.484 0.381
N 2.986 0.103 -0.164
C 3.113 0.376 1.251
H 3.578 1.353 1.391
C 1.791 0.316 2.027
N 1.023 -0.873 1.705
C 0.343 -1.479 2.709
O 0.588 -1.248 3.884
C -0.755 -2.405 2.376
C -1.395 -3.270 3.227
C -2.504 -3.783 2.523
C -2.480 -3.195 1.288
C -3.424 -3.203 0.166
H -2.940 -3.179 -0.806
H -4.140 -4.015 0.231
S -4.421 -1.636 0.290
O -5.144 -1.699 1.528
O -5.193 -1.518 -0.920
C -3.214 -0.301 0.411
C -3.075 0.266 1.664
C -2.192 1.312 1.857
C -1.466 1.791 0.777
C -1.605 1.211 -0.471
C -2.477 0.144 -0.680
C -2.578 -0.496 -2.027
H -1.888 -1.340 -2.088
H -3.587 -0.858 -2.202
H -2.306 0.212 -2.805
H -1.027 1.589 -1.303
H -0.791 2.625 0.904
H -2.076 1.752 2.835
H -3.673 -0.126 2.471
O -1.422 -2.361 1.192
H -3.228 -4.485 2.880
H -1.096 -3.494 4.230
C 0.912 -1.155 0.294
H 0.455 -2.131 0.144
C 2.307 -1.159 -0.353
H 2.192 -1.370 -1.414
H 2.915 -1.947 0.104
H 0.292 -0.390 -0.192
H 1.985 0.299 3.101
H 1.168 1.189 1.797
H 3.790 -0.385 1.657
C 3.837 -0.178 -2.905
H 4.397 -0.629 -2.089
H 3.196 -0.938 -3.353
H 4.536 0.151 -3.671
H 2.987 1.892 -4.342
H 1.813 3.921 -3.617
H -0.008 4.497 -1.219
H 1.406 5.448 -1.660
H 1.270 4.770 -0.032
```


# 11
Molecular formula: CH9P5
Method: DFT, ωB97M-V/def2-TZVPD

Summary:
Electronic energy = -1750.061831 Eh
Total charge = 0
Orbital gap (alpha / beta) = 6.912 / 6.965 eV
Energy above the lowest of the compared OMol25 structures with the same formula, charge and spin = 61.0 kcal per mole

```
15
CH9P5 ωB97M-V/def2-TZVPD
C 0.665 0.232 0.114
P 1.160 -1.365 -0.676
P 1.566 1.156 1.410
P 0.118 1.215 -1.340
P -2.363 -0.569 -0.737
P -1.599 -0.932 1.164
H 2.418 -0.759 -0.913
H 1.771 -1.760 0.575
H 0.551 1.863 1.768
H 1.565 0.128 2.329
H 1.220 0.974 -2.092
H 0.559 2.481 -0.909
H -1.784 -1.575 -1.672
H -3.590 -1.328 -0.580
H -2.256 0.239 1.557
```


# 12
Molecular formula: H4NOPS
Method: DFT, ωB97M-V/def2-TZVPD

Summary:
Electronic energy = -871.935635 Eh
Total charge = 0
Orbital gap = 8.420 eV
Energy above the lowest of the compared OMol25 structures with the same formula, charge and spin = 23.0 kcal per mole

```
8
H4NOPS ωB97M-V/def2-TZVPD
N 0.438 1.462 0.352
O -0.932 -0.511 1.185
P 0.520 -0.185 0.574
S -0.086 -0.901 -1.936
H -0.456 1.815 0.662
H 0.911 1.719 -0.497
H -1.168 -1.490 1.307
H 0.772 -1.908 -1.647
```